Here is C30H67NbO4P as an isolated structure at a distorted geometry from the Open Molecules 2025 dataset. Energies are from wB97M-V/def2-TZVPD.

```
! wB97M-V def2-TZVPD RIJCOSX def2/J DEFGRID3
* xyz -1 1
C 4.670 -3.858 2.109
C 4.745 -2.209 2.102
C 4.423 -1.617 0.594
C 2.804 -1.760 0.241
C 1.987 -0.342 0.408
C 2.278 0.386 1.859
C 1.112 1.519 2.078
C 0.055 0.944 3.236
C -1.495 0.948 2.704
C -2.054 -0.499 2.173
C -1.706 -1.778 3.138
Nb -2.647 -3.758 2.477
P -3.902 -2.697 0.522
C -3.914 -3.817 -1.038
C -5.755 -2.503 1.081
C -6.267 -0.981 0.721
H 5.674 -4.360 2.503
H 3.810 -4.258 2.829
H 4.420 -4.221 1.023
H 4.057 -1.758 2.935
H 5.866 -1.886 2.354
H 4.998 -2.250 -0.214
H 4.736 -0.478 0.462
H 2.687 -2.117 -0.891
H 2.348 -2.633 0.907
H 0.844 -0.550 0.200
H 2.328 0.430 -0.423
H 3.337 0.928 1.900
H 2.315 -0.453 2.679
H 1.617 2.515 2.498
H 0.568 1.802 1.075
H 0.115 1.746 4.119
H 0.424 -0.065 3.698
H -2.270 1.426 3.470
H -1.520 1.679 1.760
H -3.244 -0.408 2.159
H -1.752 -0.730 1.054
H -0.525 -1.942 3.064
H -1.947 -1.607 4.276
H -3.992 -3.490 3.655
H -3.428 -5.345 2.047
H -1.270 -4.110 1.319
H -1.776 -4.671 3.823
H -4.939 -3.708 -1.607
H -3.088 -3.380 -1.779
H -3.661 -4.922 -0.743
H -5.872 -2.620 2.256
H -6.419 -3.303 0.518
H -6.012 -0.185 1.573
H -7.433 -0.935 0.486
H -5.720 -0.634 -0.258
C 0.060 6.251 4.347
C -0.988 5.760 5.312
C -1.479 4.500 4.632
O -0.371 3.968 3.893
C 0.668 4.956 3.854
H 0.794 6.922 4.800
H -0.420 6.779 3.515
H -0.521 5.509 6.271
H -1.787 6.482 5.498
H -2.282 4.719 3.921
H -1.838 3.752 5.345
H 1.474 4.620 4.515
H 1.062 5.038 2.837
C 0.009 1.879 -3.927
C 1.131 1.939 -4.931
C 2.282 2.447 -4.089
O 2.063 1.970 -2.755
C 0.731 1.446 -2.670
H -0.799 1.199 -4.211
H -0.418 2.880 -3.787
H 1.354 0.931 -5.299
H 0.918 2.578 -5.792
H 2.296 3.542 -4.055
H 3.253 2.096 -4.451
H 0.805 0.355 -2.611
H 0.247 1.813 -1.760
C 4.836 2.818 -1.315
C 6.112 2.187 -0.822
C 7.086 2.536 -1.927
O 6.654 3.786 -2.483
C 5.343 4.079 -1.981
H 4.109 3.017 -0.523
H 4.363 2.167 -2.060
H 6.424 2.665 0.115
H 6.033 1.111 -0.648
H 7.063 1.789 -2.727
H 8.114 2.630 -1.566
H 5.436 4.898 -1.260
H 4.699 4.408 -2.802
C -5.433 -5.077 -5.103
C -3.996 -4.627 -5.069
C -4.075 -3.264 -5.721
O -5.372 -2.732 -5.416
C -6.177 -3.782 -4.863
H -5.670 -5.848 -4.365
H -5.676 -5.469 -6.098
H -3.664 -4.525 -4.029
H -3.310 -5.306 -5.582
H -3.993 -3.339 -6.811
H -3.302 -2.580 -5.359
H -6.293 -3.584 -3.792
H -7.166 -3.773 -5.329
*
```

Output
F_max = 2.7 eV/Å
LUMO level = 2.2 eV

---

Here is C30H68BeCl4N4O8P as an isolated structure at a distorted geometry from the Open Molecules 2025 dataset. Energies are from wB97M-V/def2-TZVPD.

```
! wB97M-V def2-TZVPD RIJCOSX def2/J DEFGRID3
* xyz 1 3
Be 0.980 -2.088 0.598
C -3.063 1.728 -1.215
C -2.210 3.008 -0.950
C -2.909 4.241 -0.282
O -1.935 5.324 -0.109
C -2.490 6.292 0.791
N -1.025 2.621 -0.166
H -1.280 2.019 0.604
H -0.551 1.847 -0.608
H -0.314 3.320 -0.002
H -2.558 0.818 -1.541
H -3.923 1.874 -1.868
H -3.587 1.378 -0.325
H -1.667 3.395 -1.812
H -3.441 3.903 0.607
H -3.768 4.669 -0.799
H -3.190 6.856 0.175
H -1.676 6.927 1.139
H -3.091 5.957 1.637
C 2.226 1.053 5.029
C 0.761 1.670 5.048
C 0.791 2.986 5.877
O -0.555 3.315 6.190
C -0.607 4.487 7.019
N 0.290 1.795 3.596
H 1.004 2.284 3.074
H 0.207 0.915 3.107
H -0.606 2.252 3.499
H 2.969 1.764 4.668
H 2.346 0.238 4.315
H 2.408 0.710 6.047
H 0.171 0.853 5.463
H 1.303 3.752 5.295
H 1.319 2.782 6.809
H -1.644 4.599 7.333
H -0.333 5.457 6.605
H 0.069 4.372 7.867
P -0.807 -0.233 1.309
O -1.365 -1.610 0.805
O 0.059 0.099 0.089
O 0.358 -0.604 2.334
O -1.811 0.872 1.710
C 5.859 0.226 0.433
C 4.379 0.746 0.347
C 4.426 2.234 0.152
C 4.919 2.722 -1.167
C 3.975 2.159 -2.198
C 3.743 0.649 -2.217
N 3.551 0.118 -0.772
O 3.290 -1.347 -0.610
C 2.434 0.586 -3.060
C 4.771 -0.040 -3.036
C 3.664 0.568 1.724
H 6.584 0.484 -0.340
H 5.910 -0.862 0.461
H 6.314 0.553 1.368
H 3.450 2.717 0.210
H 5.032 2.706 0.925
H 5.950 2.429 -1.365
H 4.883 3.806 -1.272
H 4.326 2.503 -3.170
H 3.050 2.734 -2.178
H 2.367 1.052 -4.043
H 2.267 -0.479 -3.216
H 1.687 0.989 -2.375
H 4.744 -1.118 -2.873
H 4.728 0.286 -4.075
H 5.817 0.100 -2.761
H 2.594 0.767 1.771
H 4.202 1.219 2.413
H 3.721 -0.420 2.182
C -2.537 -2.116 -2.248
C -1.946 -3.318 -2.971
C -2.713 -3.399 -4.327
C -2.121 -4.444 -5.269
C -0.593 -4.089 -5.575
C 0.201 -4.084 -4.249
N -0.484 -3.127 -3.302
O 0.310 -2.745 -2.163
C 0.427 -5.533 -3.797
C 1.543 -3.492 -4.684
C -2.253 -4.531 -2.166
H -2.554 -2.163 -1.159
H -3.484 -1.904 -2.744
H -1.965 -1.198 -2.384
H -3.779 -3.566 -4.171
H -2.561 -2.423 -4.787
H -2.661 -4.241 -6.194
H -2.253 -5.483 -4.967
H -0.532 -3.102 -6.033
H -0.093 -4.775 -6.258
H 0.495 -5.640 -2.714
H -0.397 -6.207 -4.032
H 1.232 -5.983 -4.376
H 2.008 -3.969 -5.546
H 1.353 -2.433 -4.855
H 2.327 -3.477 -3.926
H -1.703 -4.685 -1.238
H -2.010 -5.419 -2.750
H -3.318 -4.569 -1.934
Cl -2.086 -3.304 5.433
C -1.921 -1.987 4.243
C -2.824 -0.839 4.454
Cl -2.735 -0.057 6.079
H -2.069 -2.257 3.197
H -0.889 -1.646 4.328
H -3.836 -1.226 4.335
H -2.509 -0.154 3.667
Cl -5.825 -2.804 -1.005
C -5.488 -1.349 -0.055
C -4.576 -1.553 1.175
Cl -5.320 -2.607 2.443
H -6.393 -0.917 0.372
H -4.992 -0.600 -0.672
H -4.379 -0.595 1.655
H -3.593 -1.969 0.952
*
```

Output
expectation value of S² = 2.01
F_max = 5.6 eV/Å
LUMO level (alpha / beta) = -5.2 / -5.4 eV

---

Here is C30H68N4O6 as an isolated structure at a distorted geometry from the Open Molecules 2025 dataset. Energies are from wB97M-V/def2-TZVPD.

```
! wB97M-V def2-TZVPD RIJCOSX def2/J DEFGRID3
* xyz 0 1
C 2.790 -4.173 -3.351
C 2.763 -2.619 -3.561
C 2.293 -2.273 -5.000
C 0.835 -2.206 -5.048
C 0.287 -1.197 -4.105
C 0.543 -1.536 -2.639
N 1.976 -1.921 -2.502
O 2.349 -2.300 -1.176
C 0.210 -0.260 -1.777
C -0.357 -2.660 -2.168
C 4.194 -2.097 -3.443
H 3.196 -4.703 -4.213
H 1.760 -4.525 -3.292
H 3.479 -4.417 -2.542
H 2.611 -1.295 -5.360
H 2.529 -2.945 -5.824
H 0.532 -3.213 -4.762
H 0.530 -2.030 -6.080
H -0.768 -1.139 -4.370
H 0.861 -0.299 -4.335
H -0.745 0.195 -2.039
H 0.154 -0.543 -0.726
H 0.895 0.570 -1.949
H -0.036 -3.624 -2.564
H -0.224 -2.777 -1.093
H -1.414 -2.439 -2.315
H 4.255 -1.043 -3.716
H 4.689 -2.636 -4.250
H 4.651 -2.338 -2.483
H 2.817 -1.492 -0.951
C -1.131 2.883 -0.414
C -0.055 3.995 -0.820
C 1.358 3.745 -0.098
C 2.268 2.645 -0.544
C 2.606 2.941 -2.043
C 1.246 3.045 -2.861
N 0.328 4.062 -2.283
O -0.710 4.481 -3.021
C 1.610 3.442 -4.299
C 0.742 1.611 -3.027
C -0.534 5.386 -0.274
H -1.744 2.936 -1.314
H -1.794 3.283 0.353
H -1.017 1.813 -0.242
H 1.991 4.632 -0.098
H 1.170 3.542 0.957
H 1.853 1.637 -0.516
H 3.156 2.600 0.086
H 3.103 2.057 -2.442
H 3.302 3.750 -2.268
H 2.169 2.708 -4.879
H 0.633 3.449 -4.783
H 2.092 4.416 -4.382
H 1.420 0.988 -3.611
H 0.472 1.082 -2.113
H -0.194 1.429 -3.556
H 0.168 6.217 -0.219
H -1.057 5.279 0.676
H -1.274 5.864 -0.917
H -0.696 5.439 -3.080
C -2.342 4.289 6.659
O -1.679 3.167 6.130
C -1.416 2.139 7.154
C -1.338 0.635 6.737
N -0.718 0.528 5.438
C -0.631 -0.794 4.854
C -2.123 -1.104 4.420
O -2.333 -2.521 4.071
C -3.619 -2.748 3.475
H -1.892 4.746 7.540
H -3.390 4.097 6.889
H -2.391 5.025 5.856
H -2.161 2.326 7.927
H -0.397 2.427 7.413
H -2.384 0.330 6.753
H -0.838 0.026 7.490
H -0.502 1.349 4.890
H -0.357 -1.639 5.485
H -0.007 -0.943 3.973
H -2.354 -0.429 3.595
H -2.779 -1.093 5.291
H -3.755 -3.829 3.439
H -3.668 -2.221 2.523
H -4.407 -2.396 4.141
C -2.626 -5.142 -1.243
O -3.450 -4.401 -0.340
C -2.798 -3.208 0.066
C -1.786 -3.459 1.275
N -1.123 -2.276 1.933
C 0.051 -1.727 1.275
C 0.598 -0.494 1.841
O 1.021 0.358 0.813
C 1.218 1.670 1.340
H -1.679 -5.550 -0.889
H -2.263 -4.610 -2.122
H -3.239 -6.003 -1.507
H -3.633 -2.576 0.369
H -2.393 -2.780 -0.851
H -1.021 -4.127 0.879
H -2.219 -4.225 1.918
H -1.893 -1.628 2.025
H -0.211 -1.461 0.251
H 0.621 -2.655 1.311
H 1.400 -0.788 2.518
H -0.182 0.016 2.406
H 0.345 2.305 1.496
H 1.778 2.149 0.537
H 1.834 1.826 2.225
*
```

Output
ΔE to the lowest compared entry with this formula, charge and spin = 1540.5 kJ/mol
F_max = 12.1 eV/Å
LUMO level = 0.6 eV

---

Here is a 3-piece molecular cluster, C30H69IN7O5P2 overall at a distorted geometry from the Open Molecules 2025 dataset. Energies are from wB97M-V/def2-TZVPD.

```
! wB97M-V def2-TZVPD RIJCOSX def2/J DEFGRID3
* xyz 0 2
C 0.320 -5.075 1.034
C 0.166 -5.778 -0.345
O 0.797 -5.055 -1.399
C 0.345 -3.752 -1.506
O 0.891 -2.831 -1.017
C -0.907 -3.558 -2.373
C -1.984 -2.577 -1.718
C -2.961 -3.482 -0.950
C -4.330 -2.828 -0.512
C -5.452 -3.856 -0.936
C -6.837 -3.645 -0.265
C -7.279 -4.884 0.574
I -6.551 -4.919 2.595
C -4.670 -1.454 -1.185
C -4.076 -0.182 -0.484
C -5.240 0.627 0.137
C -3.484 0.743 -1.617
N -2.954 -0.468 0.442
O -2.519 0.644 0.930
C -3.305 -1.447 1.505
C -1.946 -2.137 1.908
C -3.793 -0.772 2.816
C -4.267 -2.594 1.032
H 0.210 -5.762 1.881
H -0.483 -4.330 1.117
H 1.266 -4.520 1.023
H 0.616 -6.775 -0.233
H -0.908 -5.972 -0.537
H -0.599 -3.211 -3.372
H -1.354 -4.552 -2.540
H -1.429 -1.859 -1.099
H -2.429 -2.029 -2.557
H -2.413 -3.932 -0.106
H -3.195 -4.324 -1.625
H -5.496 -3.774 -2.036
H -5.022 -4.847 -0.712
H -7.576 -3.604 -1.086
H -6.939 -2.701 0.282
H -8.377 -4.886 0.567
H -6.987 -5.805 0.054
H -4.457 -1.439 -2.264
H -5.767 -1.349 -1.116
H -5.813 0.078 0.895
H -5.943 0.833 -0.689
H -4.894 1.613 0.476
H -4.152 0.818 -2.486
H -3.459 1.754 -1.177
H -2.455 0.470 -1.878
H -2.100 -3.065 2.468
H -1.349 -1.410 2.477
H -1.411 -2.338 0.972
H -4.747 -0.245 2.700
H -3.010 -0.161 3.272
H -3.988 -1.611 3.510
H -3.893 -3.532 1.470
H -5.244 -2.413 1.502
O 0.202 2.450 -5.363
P 0.911 2.256 -4.034
N 2.418 2.986 -4.433
C 3.313 2.449 -5.444
C 2.313 4.442 -4.537
N 0.860 0.507 -4.048
C 1.849 -0.320 -4.713
C -0.471 -0.020 -4.340
N 1.416 2.187 -2.374
C 2.750 1.934 -1.885
C 0.369 1.867 -1.409
H 4.216 3.058 -5.516
H 2.853 2.391 -6.438
H 3.679 1.461 -5.165
H 2.178 4.877 -3.540
H 1.466 4.751 -5.161
H 3.214 4.888 -4.956
H 1.937 -0.089 -5.784
H 1.588 -1.376 -4.612
H 2.827 -0.228 -4.238
H -0.678 -0.020 -5.417
H -1.243 0.580 -3.850
H -0.578 -1.039 -3.961
H 3.172 0.997 -2.263
H 2.762 1.869 -0.794
H 3.427 2.751 -2.135
H 0.311 0.787 -1.220
H -0.606 2.200 -1.774
H 0.536 2.382 -0.459
O 6.181 1.953 4.978
P 5.105 2.412 4.010
N 6.061 3.464 3.039
C 6.677 4.675 3.556
C 6.986 2.727 2.175
N 4.082 3.168 5.212
C 4.270 4.529 5.677
C 3.823 2.304 6.366
N 3.815 2.579 2.857
C 3.468 3.768 2.116
C 2.712 1.637 3.002
H 7.216 5.196 2.763
H 7.371 4.485 4.382
H 5.925 5.393 3.882
H 6.428 2.226 1.376
H 7.547 1.965 2.728
H 7.707 3.385 1.692
H 5.272 4.696 6.093
H 3.536 4.769 6.450
H 4.081 5.250 4.880
H 4.649 2.318 7.087
H 3.673 1.269 6.051
H 2.907 2.616 6.874
H 3.276 4.631 2.762
H 2.565 3.610 1.520
H 4.245 4.031 1.399
H 1.916 2.044 3.639
H 3.060 0.703 3.450
H 2.285 1.375 2.030
*
```

Output
expectation value of S² = 0.75
F_max = 6.8 eV/Å
LUMO level = -0.3 eV

---

Question: What is the F_max in the second record?
Answer: 5.6 eV/Å

---

Question: Among the records above, which one has the lowest F_max?
Answer: C30H67NbO4P

---

Question: Among the records above, which one has the lowest F_max?
Answer: C30H67NbO4P

---

Question: The lowest F_max belongs to which entry?
Answer: C30H67NbO4P